71
Properties=species:S:1:pos:R:3:forces:R:3:mulliken_charge:R:1 method="wB97M-V/def2-TZVPD" multiplicity=2 lumo_energy_ev="-4.482 / -8.799" total_charge=+1 homo_energy_ev="-10.97 / -10.97"
C 1.75655 -0.23326 -0.57133 -1.0 -0.8 0.8 0.263
Cl 1.18013 -1.81686 -1.16331 0.4 0.6 -0.4 -0.120
Cl 0.37663 0.90010 -0.39112 0.5 -0.1 -0.2 -0.118
H 2.00740 -0.50623 0.45369 0.6 0.6 -0.5 -0.296
H 2.54669 0.20361 -1.18200 -0.2 -0.2 0.1 0.259
C -0.92671 3.73423 0.54073 -0.9 -0.1 0.0 -1.169
C -2.19743 3.06631 1.16322 1.6 -0.3 -0.2 0.077
O -3.37495 3.78608 0.89318 -0.5 0.4 0.1 -0.244
C -4.55040 3.45974 1.50535 1.1 -2.8 1.8 0.715
O -4.73954 2.48849 2.24688 0.7 1.8 -1.3 -0.589
O -5.40813 4.34464 1.16429 -1.5 2.6 -0.4 -0.322
C -6.66580 4.52869 1.87930 -0.1 -1.7 -0.4 -0.637
H -0.78791 4.78280 0.80404 -0.4 0.0 -0.1 0.388
H -0.92871 3.60832 -0.54197 -0.1 0.3 0.0 0.329
H -0.02682 3.22942 0.89212 -0.2 -0.2 0.2 0.218
H -1.97790 2.98634 2.22789 -0.6 -0.1 0.3 0.192
H -2.26583 2.06387 0.74069 -0.2 -0.1 0.2 0.252
H -6.53947 4.68417 2.95073 0.3 0.1 -0.2 0.290
H -7.19888 3.59147 1.71946 -0.2 0.0 0.3 0.314
H -7.26477 5.31145 1.41388 0.7 0.1 -0.1 0.242
C -4.51094 -8.51748 -0.01525 0.6 1.1 -0.9 -1.157
C -4.05227 -7.06526 0.26971 -0.4 -0.7 1.1 -0.212
O -3.01336 -6.63207 -0.57698 0.6 -1.2 -1.6 -0.269
C -2.38875 -5.50498 -0.41031 0.5 1.9 0.6 0.691
O -2.71672 -4.56920 0.31141 0.4 -1.4 -0.9 -0.583
O -1.27551 -5.50084 -1.20889 -0.5 0.0 0.8 -0.342
C -0.69304 -4.19822 -1.34444 -0.5 0.3 0.2 -0.690
H -3.65728 -9.14831 -0.26308 0.1 0.0 0.4 0.322
H -5.13105 -8.54111 -0.91136 -0.3 0.0 0.2 0.312
H -5.04200 -8.88598 0.86241 0.0 0.0 -0.2 0.351
H -3.59293 -7.08020 1.25809 -0.5 0.4 0.3 0.297
H -4.89336 -6.37741 0.18297 0.1 0.1 0.3 0.301
H -0.38898 -3.72570 -0.41043 -0.3 -0.5 0.3 0.274
H -1.49322 -3.58358 -1.75679 0.5 0.4 -0.3 0.371
H 0.20710 -4.25026 -1.95693 -0.4 -0.4 -0.3 0.361
F 3.06557 -0.84483 2.35008 -1.4 0.2 1.9 -0.140
C 2.26106 -0.14033 3.14778 0.0 1.1 -1.3 0.476
C 2.40276 1.27287 3.03930 -1.8 2.0 1.0 0.144
C 1.40196 2.10539 3.62503 2.7 -1.4 -0.6 -0.560
C 0.36383 1.55407 4.39939 0.5 1.2 -1.3 -0.330
C 0.20909 0.18219 4.50383 1.3 -1.3 -0.6 -0.474
C 1.15382 -0.66564 3.86983 -1.9 -0.1 1.3 -0.427
H 3.22572 1.68533 2.47449 0.1 0.0 -0.1 0.495
H 1.44459 3.18441 3.64242 0.4 0.0 -0.6 0.419
H -0.32320 2.31660 4.73546 -0.4 -0.5 0.6 0.425
H -0.67187 -0.09758 5.06242 0.2 -1.0 -0.1 0.431
H 0.97215 -1.72974 3.90290 0.2 -0.1 -0.1 0.481
F 1.11124 -0.86947 -5.17950 -0.6 1.0 0.5 -0.282
C 0.55088 0.38225 -5.28532 -0.5 -0.7 -2.3 0.182
C 0.55140 1.28665 -4.26569 1.6 0.5 0.7 0.197
C 0.25198 2.62741 -4.51815 -0.1 -0.9 0.3 -0.458
C -0.27953 2.98032 -5.72227 -0.6 1.0 -0.6 -0.395
C -0.45005 2.06197 -6.74877 0.8 -1.7 0.8 -0.448
C 0.01250 0.73277 -6.54428 -1.1 1.5 0.4 -0.414
H 1.05396 1.04844 -3.33990 -0.2 -0.3 0.2 0.138
H 0.44109 3.39939 -3.78693 -0.1 -0.2 0.3 0.384
H -0.59603 4.01062 -5.79091 0.0 0.1 -0.5 0.336
H -0.89940 2.27073 -7.70840 -0.1 0.3 0.1 0.379
H -0.28302 0.08017 -7.35247 0.8 -0.7 0.2 0.357
F 7.50106 2.97073 1.91501 -0.3 0.4 -0.7 -0.293
C 6.74716 2.00675 1.38670 -1.5 -1.8 -1.3 0.092
C 6.23692 1.93202 0.05028 0.1 1.0 0.1 -0.451
C 5.46499 0.85314 -0.43806 1.1 0.7 1.6 -0.767
C 5.28590 -0.20263 0.43275 0.2 -1.1 -0.7 0.011
C 5.87490 -0.21486 1.67349 -0.2 0.5 1.1 -0.790
C 6.47390 0.91984 2.20582 0.7 0.2 -0.2 -0.210
H 6.38320 2.73710 -0.65460 0.4 0.3 0.2 0.391
H 5.14345 0.78572 -1.46688 -0.1 0.3 0.0 0.548
H 4.82456 -1.11996 0.09797 -0.2 -0.1 -0.2 0.564
H 5.85436 -1.09396 2.30052 -0.2 -0.1 0.0 0.462
H 6.86718 0.95959 3.21088 0.1 -0.2 0.1 0.456

***

67
Properties=species:S:1:pos:R:3:forces:R:3:mulliken_charge:R:1 method="wB97M-V/def2-TZVPD" multiplicity=5 lumo_energy_ev="2.669 / 2.667" total_charge=-1 homo_energy_ev="-2.55 / -4.07"
Cr -1.23833 -0.14880 0.23318 0.1 1.4 1.2 0.181
C -1.39686 0.98844 2.33872 1.1 -2.1 0.0 0.862
C -1.87903 -0.41900 2.30605 3.3 1.7 1.2 0.259
C -0.67164 -1.26978 2.27129 -0.6 2.6 0.3 1.135
C 0.51820 -0.41426 2.40880 -3.1 1.0 -0.3 0.807
C 0.06963 0.94534 2.45345 -1.0 -1.7 -0.1 0.818
C 0.95366 2.08082 2.83389 0.6 -0.1 0.0 -1.919
C 1.86879 -0.91191 2.72777 0.5 -0.4 -0.6 -1.921
C -0.68914 -2.73701 2.45682 0.0 -0.2 -0.1 -1.703
C -3.27814 -0.82142 2.50274 -1.2 -0.4 -1.9 -1.787
C -2.23322 2.20950 2.63099 -0.5 -0.6 0.4 -1.860
H 1.30192 1.95781 3.88432 -0.1 0.1 -0.5 0.292
H 0.43790 3.03213 2.77986 -0.1 0.2 -0.1 0.470
H 1.84272 2.12180 2.17688 -0.2 0.2 0.3 0.245
H 1.92422 -1.10574 3.79064 0.2 -0.2 0.5 0.357
H 2.65239 -0.18986 2.48624 0.0 0.0 -0.1 0.407
H 2.10411 -1.86077 2.20544 -0.1 0.4 0.2 0.323
H -1.00686 -2.95598 3.49047 0.1 -0.2 -0.3 0.329
H 0.33407 -3.11143 2.31735 -0.3 -0.3 0.0 0.397
H -1.37553 -3.20373 1.73751 0.2 -0.2 0.3 0.212
H -3.71114 -0.75322 3.49275 0.3 0.0 0.5 0.213
H -3.40388 -1.83779 2.11160 -0.1 -0.1 0.3 0.384
H -3.92533 -0.21649 1.83071 0.2 -0.2 0.4 0.327
H -1.99305 3.08033 2.02362 -0.1 0.0 -0.3 0.342
H -2.05413 2.50567 3.67175 0.0 0.0 0.0 0.403
H -3.31849 1.97251 2.55098 0.8 0.3 -0.2 0.346
C -0.06834 0.49043 -3.04124 0.7 -0.3 0.0 -1.424
P 0.61462 0.07254 -1.34032 -1.6 0.9 -0.3 1.585
C 1.61706 -1.37920 -1.61394 1.5 -1.2 -0.7 0.193
C 2.70727 -1.33321 -2.50660 0.5 0.4 -0.2 -0.036
C 3.52084 -2.44287 -2.76671 -0.6 0.2 -0.3 -0.892
C 3.22118 -3.66057 -2.17993 0.0 -0.4 0.5 -0.402
C 2.15126 -3.73522 -1.29032 0.3 0.5 -0.4 -0.900
C 1.37431 -2.61746 -0.98721 0.4 0.3 -0.6 -0.224
C 1.76099 1.44396 -1.13112 1.1 0.9 -0.5 0.481
C 1.36957 2.78591 -1.41342 -0.3 -1.9 0.6 -0.573
C 2.26661 3.81008 -1.29960 0.3 1.1 0.0 -0.519
C 3.59253 3.54239 -0.98721 0.5 0.4 -0.4 -0.589
C 3.97849 2.25013 -0.66111 0.7 0.8 0.2 -0.623
C 3.08769 1.21646 -0.73262 -1.2 -0.7 0.3 -0.519
H 0.79319 0.51027 -3.73453 -0.4 0.0 0.1 0.451
H -0.57974 1.46610 -3.05300 0.2 -0.5 0.3 0.397
H -0.76464 -0.30009 -3.35015 0.1 0.2 0.1 0.329
H 2.99088 -0.36756 -2.98036 -0.4 -0.8 0.3 0.296
H 4.31673 -2.38719 -3.49996 0.1 0.2 0.1 0.388
H 3.82708 -4.56682 -2.35148 -0.3 0.6 -0.1 0.344
H 1.93665 -4.68692 -0.85501 -0.3 -0.3 0.4 0.459
H 0.58607 -2.72751 -0.27518 -0.6 0.1 0.3 0.344
H 0.33574 2.94354 -1.65248 -0.3 0.3 -0.1 0.138
H 1.94588 4.86108 -1.41274 0.2 -0.7 -0.2 0.369
H 4.33992 4.34002 -1.12102 -0.4 -0.4 0.6 0.309
H 4.98176 2.06413 -0.29945 0.1 0.0 -0.2 0.374
H 3.38386 0.20822 -0.44038 0.0 0.3 -0.1 0.456
C -2.99973 3.56293 -1.46455 0.2 -1.3 0.5 -0.946
O -2.06896 2.40535 -1.25418 -1.7 1.3 0.4 -0.042
C -2.57412 1.37397 -0.41179 -0.8 -0.7 0.1 0.446
O -3.74266 1.38193 -0.01168 1.5 0.7 -1.0 -0.651
H -2.71047 4.41443 -0.82852 0.0 -0.4 -0.1 0.264
H -4.03040 3.21804 -1.20995 0.8 0.4 -0.2 0.350
H -2.92216 3.85891 -2.50893 0.0 -0.1 0.0 0.228
Cl -2.04012 -3.57777 -3.28017 0.5 0.0 -0.5 -0.242
C -3.22262 -2.99308 -2.10338 -0.4 0.1 0.7 -0.488
C -2.57074 -2.92715 -0.69799 0.2 0.0 0.5 0.330
O -2.63077 -3.95779 0.01064 0.3 1.9 -0.9 -0.703
O -2.02884 -1.76880 -0.44061 -1.3 -3.1 -0.9 -0.276
H -4.02637 -3.73465 -2.12767 0.1 0.4 0.2 0.408
H -3.55231 -1.99416 -2.40797 0.0 -0.3 0.0 0.191

***

81
Properties=species:S:1:pos:R:3:forces:R:3:mulliken_charge:R:1 method="wB97M-V/def2-TZVPD" multiplicity=6 lumo_energy_ev="-6.083 / -7.361" total_charge=+2 e_above_lowest_kcal_mol=27.5 homo_energy_ev="-13.78 / -13.78"
Fe -0.39776 0.00298 0.66509 0.3 0.5 -0.1 0.124
C 2.07982 1.16367 -3.04582 0.3 0.0 -0.1 -0.723
C 1.09140 1.24647 -2.08611 -0.1 0.3 0.3 -0.330
N 1.25460 0.73148 -0.86710 0.4 0.4 -0.2 0.243
C 2.41261 0.13096 -0.62379 -0.2 -0.2 0.4 -0.203
C 3.36520 -0.02528 -1.61821 0.3 0.0 -0.4 -0.332
N 3.21202 0.49673 -2.82880 -0.2 0.0 0.3 -0.558
C 2.57549 -0.35247 0.76174 -0.2 0.1 0.1 1.226
C 3.73530 -0.91833 1.23849 0.1 -0.1 -0.1 -0.977
C 3.81719 -1.29349 2.57528 0.2 -0.1 0.1 0.595
C 2.72414 -1.03603 3.39418 0.1 -0.1 0.1 -1.197
C 1.59364 -0.46485 2.85824 0.0 0.3 -0.2 0.838
N 1.51149 -0.13651 1.55489 0.2 -0.3 0.4 0.107
C 0.44525 -0.03017 3.67974 0.1 -0.2 -0.4 -0.046
C 0.32273 -0.26495 5.03756 -0.1 0.1 0.5 -0.092
N -0.65560 0.27721 5.75688 0.1 0.0 -0.3 -0.563
C -1.51306 1.05473 5.10141 0.0 -0.1 0.3 -0.656
C -1.45271 1.20859 3.72686 0.1 -0.1 -0.4 -0.091
N -0.48119 0.64874 3.01161 -0.2 0.1 0.2 0.112
C 5.04729 -1.91325 3.11466 -0.2 0.1 -0.1 0.222
C 5.74288 -2.85764 2.37550 0.1 -0.1 -0.1 -0.518
C 6.89373 -3.40875 2.91938 0.2 0.0 0.3 -0.434
N 7.38285 -3.07686 4.11876 -0.5 0.2 -0.2 -0.552
C 6.69921 -2.16427 4.81612 0.2 -0.2 0.0 -0.441
C 5.53432 -1.56056 4.36458 0.0 0.0 0.1 -0.516
H 1.95063 1.61845 -4.02089 0.0 0.0 0.0 0.427
H 0.13613 1.70434 -2.31270 0.0 0.0 0.1 0.653
H 4.27197 -0.59221 -1.44485 0.0 0.1 0.0 0.427
H 4.59318 -1.05006 0.59432 0.0 0.0 0.0 0.732
H 2.77123 -1.28276 4.44571 0.0 0.0 -0.1 0.583
H 1.02142 -0.90190 5.56609 0.0 0.0 0.0 0.464
H -2.27937 1.54920 5.68492 0.0 0.0 0.0 0.419
H -2.19582 1.78033 3.18932 -0.1 0.0 0.0 0.340
H 5.38191 -3.19546 1.41003 0.1 0.0 0.1 0.512
H 7.45372 -4.15476 2.36735 0.0 0.0 0.0 0.377
H 7.10842 -1.90179 5.78518 0.0 0.0 0.0 0.380
H 5.03863 -0.81304 4.97405 0.1 0.0 0.0 0.480
C -0.87681 4.65785 -0.51835 -0.1 0.0 0.0 -1.220
N -2.08946 3.83856 -0.46539 0.0 0.1 -0.1 0.139
C -3.32628 4.41015 -1.01365 0.1 0.0 0.1 -1.180
C -2.02856 2.58527 0.00357 0.0 -0.1 0.0 0.430
N -0.92882 1.95364 0.30362 0.2 0.6 -0.1 0.029
N -3.25073 1.95271 0.16614 0.0 -0.2 -0.1 -0.004
C -3.41802 0.72437 0.77702 0.2 0.2 0.2 0.111
N -4.68875 0.40116 1.07698 0.0 -0.1 -0.1 -0.385
N -2.39883 -0.00581 1.06986 -0.6 -0.5 -0.1 0.122
H -1.16952 5.70297 -0.51287 0.0 0.0 0.0 0.429
H -0.29193 4.46703 -1.42000 0.0 0.0 0.0 0.368
H -0.25862 4.49253 0.36234 0.0 0.0 0.0 0.447
H -3.06630 5.29478 -1.58500 0.0 0.0 0.0 0.389
H -4.02154 4.71631 -0.22793 0.0 0.0 0.0 0.352
H -3.81520 3.71775 -1.69975 0.0 0.0 0.0 0.421
H -0.10499 2.50149 0.10155 0.0 0.1 0.0 -0.078
H -4.07555 2.50853 0.02364 0.0 0.1 0.0 0.294
H -5.47202 0.96056 0.78782 0.0 0.0 0.0 0.183
H -4.89381 -0.50955 1.45414 0.0 0.0 0.0 0.229
H -2.62592 -0.87779 1.53803 -0.1 0.0 0.0 0.155
O -0.46510 -4.17598 1.39510 -0.1 0.5 -0.3 -0.640
Cl -0.78137 -2.86442 0.98426 0.1 0.6 0.3 1.978
O -1.93708 -2.76873 0.12430 0.4 -0.5 0.4 -0.614
O 0.36473 -2.19779 0.31180 -0.5 -0.4 0.0 -0.567
O -1.00913 -1.95616 2.14184 0.0 -0.4 -0.3 -0.656
C -3.21499 0.20594 -4.88963 -0.1 0.0 0.0 -1.273
C -2.80512 -1.20261 -5.31000 0.2 0.2 0.1 0.732
C -1.53891 -1.17905 -6.16377 0.0 -0.1 0.0 -1.371
C -2.68315 -2.14195 -4.10960 0.2 -0.1 0.2 -1.129
N -1.78135 -1.64263 -3.04694 0.0 -0.1 -0.9 0.684
C -2.05010 -0.87429 -2.01097 -0.1 0.1 0.4 -1.209
N -0.92043 -0.54438 -1.42686 0.0 -0.6 -0.2 1.213
N 0.06783 -1.14894 -2.15670 -0.7 -0.4 -0.4 0.317
N -0.44013 -1.79066 -3.13060 -0.2 0.2 0.4 -1.345
H -3.40588 0.81930 -5.76988 0.0 0.0 0.0 0.454
H -2.41940 0.69793 -4.31924 0.0 0.0 0.0 0.157
H -4.12930 0.20483 -4.28625 0.1 0.0 0.0 0.323
H -3.61527 -1.63056 -5.90472 0.0 0.0 0.0 0.313
H -0.66687 -0.86611 -5.58594 0.0 0.0 0.0 0.259
H -1.65811 -0.48330 -6.99532 0.0 0.0 0.0 0.408
H -1.32234 -2.16353 -6.58205 0.0 0.0 0.0 0.378
H -2.28503 -3.10792 -4.41036 0.0 -0.1 0.0 0.374
H -3.65113 -2.29216 -3.63482 0.0 0.0 0.0 0.389
H -3.04362 -0.60785 -1.68514 0.1 -0.1 -0.1 0.564

***

> Among the records above, which one has the lowest multiplicity?

C27H33Cl2F3O6

***

> What is the multiplicity in the first record?

2

***

> Among the records above, which one has the highest multiplicity?

C27H33ClFeN15O4